Formula: C24H25NO21V2
Source: the Open Molecules 2025 dataset
Level of theory: ωB97M-V/def2-TZVPD

XYZ file:
```
73
C24H25NO21V2, DFT ωB97M-V/def2-TZVPD
O 2.2578 -27.3336 22.1099
V 2.2846 -25.8559 21.5686
O 1.2929 -24.9609 22.4272
O 3.2424 -26.6575 17.5411
V 3.3946 -25.1357 17.9942
O 3.7155 -24.1744 16.7877
O -0.7690 -25.2312 18.8890
C 0.5395 -25.3874 18.9039
O 1.2677 -24.7662 18.0428
O 1.1374 -26.0465 19.8348
H -0.9103 -24.5641 18.1525
C 3.6201 -22.7020 21.5585
C 3.5122 -23.1878 20.1411
O 3.6216 -24.6416 20.0805
H 3.2350 -21.6707 21.5145
H 4.6317 -22.7265 21.9444
H 2.9096 -23.1374 22.2676
H 4.3513 -22.7734 19.5725
H 2.5795 -22.9205 19.6300
C -1.2732 -22.1717 20.2808
O -1.9911 -22.6684 19.4301
N -1.0709 -22.7021 21.4781
C -0.1639 -22.1372 22.4517
C -1.9376 -23.6920 22.0461
H -0.6622 -21.2803 20.0915
H -0.7863 -21.6487 23.2319
H 0.4650 -21.3510 22.0475
H 0.3106 -22.8537 23.1179
H -2.6144 -24.1523 21.3200
H -1.3559 -24.4606 22.5432
H -2.7126 -23.2588 22.6938
C -0.6049 -20.9613 15.0041
C -1.1351 -21.6577 15.9896
C -1.3296 -23.1589 15.8697
O -1.7903 -23.8055 16.7900
C -1.0832 -23.7390 14.5524
C -0.6085 -23.0182 13.5652
C -0.2463 -21.5770 13.7158
O 0.2031 -20.9073 12.8383
O -0.3777 -23.5463 12.3674
O -1.5288 -21.1171 17.1315
H -0.3563 -19.9072 14.9865
H -1.2809 -24.7914 14.3968
H 0.1557 -22.8770 11.8876
H -1.7958 -21.8210 17.7828
C -2.1663 -28.1102 20.1401
C -1.7461 -27.7247 21.3448
C -2.6637 -27.4211 22.5090
O -2.2674 -27.0885 23.6037
C -4.0783 -27.6421 22.1794
C -4.5207 -27.8360 20.9349
C -3.6108 -28.2076 19.8095
O -3.9348 -28.4452 18.6662
O -5.8204 -27.9003 20.6625
O -0.4360 -27.4871 21.5548
H -1.4412 -28.4308 19.4052
H -4.8436 -27.5325 22.9429
H -5.9426 -27.7891 19.6934
H -0.0526 -27.2009 20.7015
C -7.9537 -25.0594 17.4452
C -7.9907 -23.7522 17.2055
C -6.8651 -22.7986 17.4749
O -6.8440 -21.7412 16.9661
C -5.7366 -23.3879 18.1770
C -5.6624 -24.7094 18.3591
C -6.7142 -25.7027 17.9112
O -6.6192 -26.8945 17.9005
O -4.6443 -25.3247 19.0135
O -9.0061 -23.1733 16.5320
H -8.7456 -25.7244 17.1290
H -4.9919 -22.7641 18.6459
H -3.9377 -24.6507 19.1408
H -8.7994 -22.2251 16.4136
```

Output
- E_HOMO: -9.1 eV
- Net charge: 0
- Energy: -4452.37803 a.u.

Want to see where the charge sits? The Mulliken charges in e are: -0.6349 1.6100 -0.6015 -0.5962 1.3627 -0.6255 0.3882 1.0267 -0.6786 -0.8514 0.1129 -1.2809 0.1683 -0.7155 0.3466 0.3353 0.3031 0.3888 0.1425 0.0763 -0.6569 0.5175 -0.8697 -0.7805 0.2892 0.3906 0.2820 0.2294 -0.2094 0.4144 0.3407 -0.7912 0.4506 0.8160 -0.6254 -1.1321 0.4529 0.8330 -0.5804 -0.5660 -0.6077 0.4445 0.4726 0.3425 0.3534 -0.3669 0.2844 0.3232 -0.6167 -0.7066 0.3957 0.7853 -0.5876 -0.6285 -0.3742 0.6064 0.4285 0.2950 0.1806 -1.0324 0.3450 0.6323 -0.5852 -0.7536 0.7102 0.4269 -0.6153 -0.0901 -0.5640 0.4404 0.5869 0.0449 0.3481